{
  "formula": "H10N2Si4",
  "method": "ωB97M-V/def2-TZVPD",
  "max_force_ha_per_bohr": 0.092,
  "energy_ev": -34651.71959,
  "homo_energy_ev": -9.6,
  "charge": 0,
  "lumo_energy_ha": -0.027,
  "species": ["N", "N", "Si", "Si", "Si", "Si", "H", "H", "H", "H", "H", "H", "H", "H", "H", "H"],
  "coordinates": [[-0.895, -0.103, 0.009], [2.075, -0.674, -0.257], [-2.422, -0.751, 0.479], [0.420, -1.170, -0.622], [-0.532, 1.604, -0.336], [3.077, 0.338, 0.542], [-3.068, -1.440, -0.552], [-2.483, -1.964, 1.453], [-0.110, -2.528, -0.297], [0.448, -1.516, -2.137], [-0.479, 2.402, 1.019], [-1.717, 2.060, -1.225], [0.895, 1.990, -0.949], [-3.053, 0.285, 1.266], [3.284, 1.401, 1.427], [4.561, 0.065, 0.180]],
  "nbo_charge": [-1.73, -1.57, 1.13, 1.50, 1.05, 1.47, -0.19, -0.18, -0.20, -0.20, -0.17, -0.16, -0.15, -0.18, -0.20, -0.21]
}

{
  "formula": "H10NO3",
  "method": "ωB97M-V/def2-TZVPD",
  "max_force_ha_per_bohr": 0.037,
  "energy_ev": -7788.93042,
  "homo_energy_ev": -16.1,
  "charge": 1,
  "lumo_energy_ha": -0.124,
  "species": ["N", "H", "H", "H", "H", "H", "H", "O", "H", "H", "O", "H", "H", "O"],
  "coordinates": [[-0.373, -0.543, -0.469], [-0.058, -1.475, -0.717], [-0.911, -0.077, -1.208], [-0.817, -0.432, 0.440], [0.452, 0.076, -0.304], [2.273, 1.463, -0.008], [1.785, 1.758, -1.380], [1.875, 1.014, -0.767], [0.566, -3.018, 1.545], [-0.827, -2.895, 0.979], [0.094, -2.656, 0.781], [-1.985, 2.484, -0.022], [-0.667, 2.434, 0.692], [-1.406, 1.865, 0.438]],
  "nbo_charge": [-0.88, 0.46, 0.44, 0.46, 0.47, 0.49, 0.50, -0.95, 0.50, 0.49, -0.98, 0.49, 0.48, -0.97]
}

{
  "formula": "H10NO3",
  "method": "ωB97M-V/def2-TZVPD",
  "max_force_ha_per_bohr": 0.018,
  "energy_ev": -7789.12413,
  "homo_energy_ev": -15.3,
  "charge": 1,
  "lumo_energy_ha": -0.118,
  "species": ["N", "H", "H", "H", "H", "H", "H", "O", "H", "H", "O", "H", "H", "O"],
  "coordinates": [[0.497, -1.059, -0.532], [-0.067, -1.727, 0.014], [0.405, -0.083, -0.228], [0.193, -0.961, -1.505], [1.444, -1.419, -0.474], [-1.174, -2.790, 2.030], [-0.642, -1.504, 2.633], [-0.617, -2.030, 1.824], [-1.772, 1.785, -1.185], [-1.388, 1.772, -2.598], [-1.071, 1.429, -1.750], [1.937, 2.356, 0.045], [0.956, 2.417, 1.197], [1.300, 1.814, 0.529]],
  "nbo_charge": [-0.88, 0.48, 0.48, 0.45, 0.44, 0.50, 0.50, -0.98, 0.48, 0.49, -0.97, 0.49, 0.49, -0.97]
}

{
  "formula": "H10NaO13S2",
  "method": "ωB97M-V/def2-TZVPD",
  "max_force_ha_per_bohr": 0.020,
  "energy_ev": -52868.01161,
  "homo_energy_ev": 1.9,
  "charge": -3,
  "lumo_energy_ha": 0.211,
  "species": ["Na", "S", "O", "O", "O", "O", "S", "O", "O", "O", "O", "O", "H", "H", "O", "H", "H", "O", "H", "H", "O", "H", "H", "O", "H", "H"],
  "coordinates": [[-0.362, -0.282, -0.134], [0.535, -1.712, 3.124], [0.708, -0.420, 3.826], [1.859, -2.278, 2.704], [-0.188, -2.676, 4.014], [-0.278, -1.548, 1.873], [1.935, 1.725, -1.012], [2.531, 3.069, -1.180], [2.919, 0.741, -0.514], [0.769, 1.801, -0.065], [1.431, 1.272, -2.359], [-1.972, -2.146, -0.565], [-1.997, -2.653, 0.254], [-1.800, -2.775, -1.268], [1.644, -1.769, -0.449], [2.217, -0.969, -0.434], [1.583, -2.012, 0.496], [-1.222, 3.287, -1.394], [-1.663, 3.721, -0.660], [-0.605, 2.661, -0.934], [-0.415, -0.441, -2.674], [0.322, 0.251, -2.598], [0.059, -1.263, -2.817], [-2.458, 1.221, 0.724], [-3.408, 1.335, 0.668], [-2.145, 1.858, 1.373]],
  "nbo_charge": [0.92, 2.57, -1.10, -1.13, -1.14, -1.18, 2.58, -1.09, -1.08, -1.13, -1.12, -0.95, 0.50, 0.46, -1.06, 0.51, 0.52, -0.99, 0.43, 0.52, -1.04, 0.51, 0.45, -0.92, 0.45, 0.48]
}